Here is 14 unconnected molecules or ions with the total composition C36H108O38P8 in a non-equilibrium geometry from the OMol25 dataset. Energies are from wB97M-V/def2-TZVPD.

Structure (XYZ):
```
190
Properties=species:S:1:pos:R:3:forces:R:3
P -3.80885 -1.67651 -3.25829 -1.507 -0.289 0.310
P -1.17851 5.26532 3.45075 0.068 -0.776 -0.089
P -0.14535 -3.15632 5.61174 -0.943 0.697 -0.174
P -0.46277 5.16785 -2.78057 -0.109 -0.068 1.348
P 4.70528 1.13700 -5.93760 -3.082 -0.146 -0.198
P -0.59187 0.81073 0.56212 -1.387 0.343 -0.248
P 3.08714 -3.01890 -0.36197 -0.206 2.710 1.165
P -5.11388 -5.16036 1.59202 2.335 -0.078 -1.697
O 5.52738 2.29693 -5.75425 1.789 1.090 0.066
O 3.33859 1.42064 -5.12922 1.516 -0.434 -0.516
O 3.47612 4.85143 0.26009 0.094 -0.643 -0.479
O 5.61781 4.31747 2.32261 0.432 -0.335 0.855
O 0.18030 -4.96987 -0.01611 -1.998 -0.649 -1.256
O -1.55320 -0.30522 0.06287 -1.487 1.794 -1.196
O 0.59578 4.18921 -3.37428 1.345 -1.050 -0.610
O -2.35055 5.69867 2.69092 -0.335 0.719 0.827
O 5.19005 -0.29195 -5.50438 0.833 -0.272 0.186
O -0.11104 4.81881 2.39797 1.514 -1.358 0.661
O -3.58196 -4.65286 1.39571 -1.256 -0.442 0.139
O 2.66561 -4.00889 0.59362 -0.541 -1.830 0.961
O 1.89900 -2.36931 -1.13861 -0.463 0.250 -0.417
O 4.23466 0.77919 -7.40573 0.356 -0.687 -0.075
O -4.80053 -1.65920 -2.02175 -0.029 1.878 1.346
O -4.97583 -6.47912 2.38357 0.489 -1.743 0.400
O -0.66348 -1.66958 5.34451 3.124 -1.198 1.980
O 0.19850 0.34730 1.66048 1.846 -0.803 2.525
O -0.25091 4.95345 -1.18272 0.637 0.260 -1.385
O 0.21365 1.41728 -0.61096 1.547 0.436 -0.798
O -1.22688 0.64233 -5.69892 1.176 -0.244 0.773
O -5.30306 -1.64931 3.83796 -0.594 0.113 -0.485
O -2.86697 -2.83021 -2.84728 -0.520 -1.188 0.439
O -0.36993 6.51512 -3.31066 -0.097 0.797 0.009
O 3.75387 -1.76093 0.36871 -0.346 -0.086 -0.741
O -3.13155 -0.46378 -3.66809 0.641 1.571 -0.136
O -1.85570 4.49942 -3.05443 -0.385 -1.133 0.329
O -0.33092 6.20192 4.41107 -0.865 1.653 0.729
O -1.41155 4.01566 4.43023 0.872 -0.017 -1.134
O -4.74743 -2.24655 -4.37853 -0.404 -0.479 -1.243
O 2.15840 -1.32705 3.57917 0.438 -0.536 0.453
O -5.47566 -5.71659 0.11732 0.186 0.807 1.397
O 4.14273 -3.42416 -1.40779 1.451 -0.560 -1.535
O -1.11662 -3.52735 6.84774 1.045 -0.295 -1.200
O -1.53111 2.02028 0.80331 -1.088 0.839 0.354
O 1.29371 -2.98882 6.21679 0.383 -0.021 0.118
O -5.94810 -4.15670 2.21593 -1.018 0.737 0.406
O -0.16264 -4.10575 4.49261 -0.482 0.001 -0.041
C 4.04967 -4.57879 -2.29810 -1.183 1.222 0.759
C 6.61596 -0.58835 -5.59641 -0.412 0.654 1.400
C -0.85869 1.55998 -7.86745 1.256 2.689 1.484
C 4.70765 -2.02804 1.44494 -2.704 0.943 -0.157
C -5.26254 -4.83423 -0.97134 1.485 0.086 -0.771
C 2.38079 -3.78353 5.64484 -0.245 -0.788 0.854
C 1.66194 4.66669 -4.23825 -0.320 2.024 0.127
C 6.70931 4.12892 1.45727 -0.057 0.819 -1.211
C -4.67893 -0.55316 -1.00559 -1.102 1.597 -2.688
C -2.20269 -3.66111 -3.76675 1.085 -0.125 -0.371
C 1.53168 1.92081 -0.23513 0.214 -2.419 -0.372
C -2.12822 4.09204 5.63019 -0.896 -1.281 1.427
C 3.33172 1.45520 -8.27437 0.452 -0.657 -0.088
C -2.15590 3.14455 -2.59282 -1.298 -0.544 0.127
C -0.07023 -6.32844 0.29211 0.957 -0.414 2.411
C 2.49221 -0.19945 4.38900 -0.350 0.296 -0.771
C 0.75783 -7.24530 -0.57705 0.600 0.961 -2.768
C -2.99119 -3.90631 2.49147 -1.233 0.277 0.170
C -6.47317 0.32844 4.59283 0.252 0.329 0.716
C 2.20597 0.57890 -5.23855 0.043 0.049 -2.152
C -1.32156 -1.63986 0.30991 0.619 -1.914 0.745
C -1.12511 -4.90915 7.23706 -2.670 1.263 2.339
C -5.61328 -1.36282 -5.15096 1.323 -0.130 -0.906
C -1.18449 5.57641 -0.31373 -1.551 -0.103 0.825
C -0.88451 7.46879 4.92072 -0.097 -1.513 -1.040
C -1.76741 -1.33250 4.60748 0.281 0.816 -0.898
C 3.99712 5.94331 -0.54078 -0.874 0.297 0.078
C 6.51843 2.99989 0.46981 1.910 1.382 -0.789
C -4.25215 -7.64427 1.83169 -0.122 1.052 0.489
C 3.53868 -0.59252 5.41913 -0.048 -1.548 -0.453
C 1.09009 4.09062 2.86235 0.628 2.412 0.466
C 2.09054 -1.50622 -2.31075 0.361 -0.778 1.446
C -2.53979 2.02895 1.80851 0.772 2.487 1.445
C -6.02244 -0.48522 3.40344 0.187 -0.174 -0.066
C -1.85611 1.25017 -6.75062 -0.573 0.632 -2.154
C 2.99330 7.09997 -0.51936 0.916 0.815 -1.945
H -1.96829 -4.86289 7.99931 0.939 -0.656 -0.844
H 1.75167 -2.12960 -3.11520 -0.089 0.036 -0.804
H -3.53948 -7.41364 1.05537 -0.170 0.655 -0.522
H 1.45497 1.14720 -5.78835 -0.283 -0.224 0.244
H -1.83446 7.64936 4.49750 -1.319 -0.140 -0.450
H -2.81923 -4.52558 3.39568 -0.127 0.271 -0.612
H 6.95915 -0.61867 -6.60916 0.071 0.221 -0.663
H 2.08025 6.88217 -1.06826 -0.174 -0.370 0.078
H -2.14582 -4.68612 -3.43901 -0.280 -0.234 0.585
H -5.06656 -0.47968 -5.50890 0.101 -0.142 0.466
H -1.49085 -0.41339 4.09758 -0.476 0.442 0.114
H 2.33961 5.34235 -3.63643 -0.821 -0.539 -0.843
H 4.95969 -4.58376 -2.86497 0.333 -0.280 -0.124
H 2.93094 4.21005 -0.24425 0.511 1.032 0.080
H -6.39215 -1.05933 -4.49629 -0.994 0.198 0.207
H -3.23744 1.25878 1.71674 -1.253 -1.230 -0.666
H -2.64973 0.59314 -7.17639 0.334 0.308 0.129
H -5.94044 -1.84966 -6.09723 0.017 -0.195 1.140
H 4.93473 -3.03224 1.30094 1.109 -1.740 0.590
H -3.95495 0.17781 -1.43229 -0.344 -0.530 0.610
H -3.61912 -8.06077 2.60088 -0.432 -0.213 0.594
H -1.28876 2.09800 -8.68156 -0.763 0.443 -0.518
H -0.96494 7.52225 5.97229 0.215 -0.530 1.186
H -1.83933 -2.04693 3.84144 -0.918 -1.051 -1.091
H -1.49554 4.81336 0.42789 -0.104 0.421 -0.716
H 4.81851 4.22877 1.80305 -0.371 0.161 -0.364
H -2.58093 2.60039 -3.47467 0.166 0.549 0.875
H 2.37307 -0.36990 -5.79498 0.185 0.523 0.458
H 2.25658 3.88767 -4.65320 0.164 -1.216 0.291
H 2.04424 -4.84645 5.54539 0.393 0.934 0.093
H 0.27530 -6.55065 1.37969 -1.021 0.462 -1.413
H 3.17185 -4.45399 -2.94105 0.241 0.028 -0.093
H -2.07598 -3.58958 2.05772 0.929 0.161 0.177
H 1.58533 2.72315 0.41696 -1.051 1.781 1.442
H -1.84738 0.14370 -5.17345 -0.530 -0.158 0.610
H 5.48529 -1.35827 1.24480 1.445 0.743 0.077
H 4.91550 6.26272 -0.05113 0.054 -0.163 0.070
H 4.25162 5.66879 -1.58010 -0.196 -0.258 0.462
H 0.37833 -7.04983 -1.65924 0.976 -0.221 1.449
H 3.86154 -5.42286 -1.66626 0.320 -0.782 0.080
H 0.65470 -8.33473 -0.47988 0.034 0.383 0.617
H 0.86783 -4.56905 0.48609 1.305 0.083 0.837
H 3.20700 -1.35437 -2.38604 -1.455 0.786 -0.238
H 6.43790 2.13555 1.01755 0.143 -2.460 1.207
H -2.60513 -1.26532 5.25649 -1.075 0.165 0.128
H -5.80583 -3.91877 -0.95701 -1.015 0.483 0.322
H -3.63807 -3.01768 2.72758 0.649 -0.873 -0.091
H 7.65952 3.99268 1.98262 -0.441 -0.132 0.478
H 1.63200 -1.07349 2.81571 -0.234 0.405 -0.013
H -0.26404 -5.18622 7.79132 1.126 -0.203 0.172
H 1.27598 4.29703 3.93591 -0.211 -0.162 -0.598
H 1.57929 0.21173 4.83158 0.036 -0.236 0.451
H 1.98232 2.24563 -1.12984 0.597 -0.005 -1.255
H 7.43789 2.98136 -0.18549 -1.078 -0.245 0.473
H -0.30673 8.25381 4.56635 1.548 1.288 -0.534
H -7.32401 -0.06129 5.15185 -0.137 -0.247 -0.348
H -0.43016 0.72971 -8.27994 0.993 -2.603 -0.943
H -5.65788 0.03390 -0.85118 1.195 -1.404 -0.553
H 3.77442 1.37347 -9.27219 -0.239 0.188 0.134
H -1.20278 -3.27634 -3.78978 0.756 -0.024 -0.408
H 0.95632 3.06662 2.70911 -0.380 -1.633 -0.259
H 5.62724 3.03345 -0.10987 -0.692 0.604 -0.691
H 3.13554 -1.27535 6.16018 -0.456 -0.461 -0.240
H -6.70697 1.33809 4.26793 -0.190 0.193 -0.033
H -2.61414 -3.67933 -4.76395 -0.414 0.359 -0.237
H 6.85195 5.04385 0.87524 0.102 0.270 -0.057
H 3.81772 0.18917 6.07217 0.676 1.415 0.129
H 1.85071 -6.89767 -0.50533 -1.522 -0.778 -0.179
H -3.20376 4.20308 5.37172 0.533 -0.045 0.473
H -3.01067 3.05463 1.81286 0.336 -1.178 -0.335
H 6.73921 -1.56913 -5.16002 0.011 -0.146 0.155
H -0.29277 -1.82606 0.08495 0.870 -0.544 0.403
H -2.33506 2.21178 -6.53674 -0.130 -0.051 0.625
H -5.66034 -2.42792 3.37667 0.106 0.083 0.086
H -1.96879 3.08384 6.18457 -0.318 1.761 -0.954
H -1.83039 -2.25394 -0.42110 -0.690 -0.007 0.050
H 1.35582 -0.68416 -2.14210 1.227 -0.131 -0.372
H 2.74312 7.37212 0.48075 -0.093 0.272 0.729
H -2.11874 1.93232 2.82346 0.267 -0.037 -0.408
H -1.39252 -5.61396 6.48406 0.047 -0.202 -0.895
H -5.01978 -8.29036 1.46583 -0.181 -0.679 -0.119
H 3.41431 7.99822 -1.08880 -0.304 -1.037 0.968
H -0.78395 6.38197 0.30660 0.490 -0.009 -0.501
H 1.91578 0.40735 -4.25829 -0.981 -0.590 1.675
H 2.09966 1.13051 0.28722 -0.162 0.098 -0.666
H -2.90017 3.17636 -1.72525 0.848 0.225 -1.332
H -6.87428 -0.71805 2.74039 0.236 -0.241 0.354
H -2.06243 5.99018 -0.86983 0.608 -0.451 0.422
H -5.68258 0.42196 5.35421 0.054 -0.087 -0.448
H 2.66669 -3.39325 4.68287 -0.030 0.184 -0.287
H 3.21660 -3.69761 6.36704 -0.540 -0.096 -0.434
H -1.15239 -6.52602 0.17387 0.475 0.169 0.210
H 1.23477 5.18843 -5.13561 0.264 -0.074 1.115
H 1.98567 4.45612 2.31051 -0.880 -0.101 0.132
H -4.36279 -0.94782 -0.09552 0.612 -0.836 1.381
H -5.47364 -5.39705 -1.86037 -0.322 -0.165 -0.431
H 7.14735 0.17382 -4.98728 -0.101 -0.563 -0.583
H -1.81540 4.91116 6.31729 -0.002 -0.425 -0.639
H 3.26778 2.48143 -7.97212 -0.415 0.625 -0.032
H -1.32424 2.52701 -2.22859 0.268 0.747 -0.241
H 2.81322 0.59985 3.71198 0.516 0.058 0.165
H 4.17453 -1.81484 2.39326 0.515 -0.301 -0.457
H 4.42554 -1.12735 4.98627 -0.687 0.817 0.169
H -4.21591 -4.49533 -1.04876 -0.131 -0.427 0.267
H -1.57209 -1.92444 1.36410 0.270 0.371 -1.081
H -5.35589 0.14042 2.79098 0.081 -0.108 0.108
H 2.37471 0.91567 -8.25851 0.146 0.431 0.043
H 0.06832 2.22168 -7.59313 -1.802 -1.014 0.199
```
Forces are in eV/Å.

Summary:
- LUMO energy (Eh) = 0.0106
- total charge = 0
- HOMO-LUMO gap (eV) = 9.93
- HOMO (eV) = -9.640
- DFT total energy (Ha) = -7026.97792
- M (g/mol) = 1397.014
- 2S+1 = 1

Here are the Löwdin charges for atoms 1 to 99, given in e: P 0.2933; P 0.3402; P 0.3881; P 0.3105; P 0.3153; P 0.2583; P 0.2741; P 0.3614; O -0.2042; O -0.2204; O -0.1198; O -0.0710; O -0.0961; O -0.1837; O -0.2154; O -0.2204; O -0.2171; O -0.2153; O -0.2365; O -0.1941; O -0.2292; O -0.2286; O -0.2125; O -0.1936; O -0.2060; O -0.1786; O -0.2305; O -0.1786; O -0.0615; O -0.1001; O -0.1920; O -0.2158; O -0.2218; O -0.2056; O -0.2104; O -0.2023; O -0.2465; O -0.2147; O -0.1082; O -0.1996; O -0.2113; O -0.2164; O -0.1894; O -0.2191; O -0.2039; O -0.2273; C -0.0176; C -0.0579; C -0.0900; C -0.0328; C -0.1046; C -0.0762; C -0.0583; C -0.3357; C -0.0224; C -0.0745; C -0.0448; C -0.1152; C -0.0699; C -0.0650; C -0.3443; C -0.2910; C -0.1150; C -0.0850; C -0.0982; C -0.0924; C -0.0895; C -0.1009; C -0.0513; C -0.1182; C -0.0393; C -0.0958; C -0.2676; C -0.0808; C -0.0328; C -0.0721; C -0.0273; C -0.0379; C -0.0647; C -0.3115; C -0.3497; C -0.0756; H 0.1113; H 0.0729; H 0.0704; H 0.0717; H 0.0704; H 0.1049; H 0.0809; H 0.0540; H 0.0899; H 0.0807; H 0.0903; H 0.1007; H 0.0862; H 0.0738; H 0.0762; H 0.0501; H 0.1202